The following is a DFT calculation (the ωB97M-V functional and the def2-TZVPD basis) of a 2-piece molecular cluster, C4H12NO overall.

**F_max**: 0.7 eV/Å
**Total charge**: -1
**E_HOMO**: -2.5 eV
**E**: -289.5795 hartree

```
18
Properties=species:S:1:pos:R:3:forces:R:3:lowdin_charge:R:1
N 1.368 1.310 -1.952 -0.16 0.11 -0.25 -0.06
C 1.489 1.229 -0.442 -0.53 0.45 0.11 -0.63
O 1.264 0.016 0.027 0.39 -0.01 -0.20 -0.31
H 2.081 1.918 -2.350 0.03 -0.15 0.06 0.01
H 1.516 0.370 -2.306 0.13 0.02 0.17 0.02
H 2.470 1.705 -0.170 0.27 -0.22 -0.01 0.06
H 0.740 1.996 -0.080 0.02 -0.09 -0.01 0.06
C -0.952 -2.029 0.496 -0.27 0.23 -0.63 -0.15
C -1.173 -0.790 1.352 -0.29 -0.34 0.25 -0.35
C -1.887 0.296 0.559 0.15 0.46 0.26 -0.14
H -1.906 -2.379 0.077 -0.04 -0.14 0.20 0.06
H -0.453 -2.865 0.987 0.01 0.08 0.17 0.06
H -0.351 -1.713 -0.359 0.24 -0.08 0.14 0.05
H -0.211 -0.416 1.691 0.07 0.03 -0.14 0.07
H -1.782 -1.036 2.236 0.03 -0.03 -0.02 0.08
H -1.889 1.226 1.138 -0.17 -0.03 -0.01 0.06
H -1.356 0.537 -0.363 0.07 -0.23 -0.04 0.06
H -2.927 0.032 0.339 0.03 -0.05 -0.07 0.06
```
Positions in Å, forces in eV/Å.

=====

The following is a DFT calculation (the ωB97M-V functional and the def2-TZVPD basis) of one molecule with the formula C7H8O2S.

**F_max**: 3.4 eV/Å
**E_HOMO**: -9.1 eV
**E**: -820.0142 hartree
**SMILES**: C#C/C=C(\C)[C@@H]1CS1(=O)=O

```
18
Properties=species:S:1:pos:R:3:forces:R:3:lowdin_charge:R:1
C -3.486 -0.425 -1.250 -0.19 -0.09 -0.09 0.13
C -2.487 -0.019 -0.714 -0.73 -0.40 0.75 -0.15
C 1.173 0.568 0.343 -0.53 -0.47 -0.93 -0.29
C -0.109 0.116 -0.356 -0.89 0.29 0.26 -0.26
C 2.038 -0.525 1.145 2.86 1.62 -0.30 -0.14
C -1.374 0.317 0.108 2.31 -0.31 -1.99 -0.07
C -0.022 -0.525 -1.724 -0.87 -0.66 -0.15 -0.06
O 0.171 0.625 2.860 1.21 -0.37 -0.72 -0.32
O 2.253 2.001 2.513 -1.39 -2.82 -1.36 -0.34
S 1.383 0.863 2.078 0.18 2.19 0.63 0.75
H -4.395 -0.828 -1.666 0.50 0.32 0.05 0.04
H 1.740 1.209 -0.384 -0.10 -0.64 1.10 0.15
H 3.180 -0.520 0.872 -2.28 0.26 0.77 0.13
H 1.729 -1.519 1.391 -0.80 -0.26 -0.08 0.08
H -1.463 0.800 1.017 -0.74 0.79 1.77 0.08
H -0.607 -1.480 -1.665 1.00 0.35 -0.04 0.10
H 0.976 -0.676 -2.156 -0.34 0.07 0.24 0.08
H -0.700 0.018 -2.411 0.80 0.14 0.09 0.09
```
Positions in Å, forces in eV/Å.